# 1
The following is a DFT calculation (ωB97M-V with the def2-TZVPD basis set) of a gas-phase ion, C5H4NO (charge +1) in a non-equilibrium geometry.

Values from the calculation:
Gap between HOMO and LUMO (alpha / beta): 8.07 / 6.28 eV
Highest occupied orbital energy (alpha / beta): -15.6 / -14.0 eV
Net charge: +1
LUMO energy (alpha / beta): -7.6 / -7.7 eV

Geometry (Å):
H1 1.64 1.74 -0.72
H2 -1.89 -2.25 0.00
C1 0.87 1.41 -0.10
H3 0.29 -1.80 0.11
C2 -1.61 -1.16 -0.05
C3 -0.26 -0.97 0.02
N1 -2.74 1.14 0.13
C4 0.36 0.25 0.04
C5 -2.48 -0.07 -0.02
O1 -3.81 0.14 -0.08
H4 0.62 2.46 0.47

natural (NBO) charges in e: number 1, H, carries 0.3081; number 2, H, carries 0.2999; number 3, C, carries -0.4407; number 4, H, carries 0.2687; number 5, C, carries -0.1652; number 6, C, carries -0.2408; number 7, N, carries 0.1144; number 8, C, carries 0.3360; number 9, C, carries 0.4265; number 10, O, carries -0.2492; number 11, H, carries 0.3422

# 2
The following is a DFT calculation (ωB97M-V with the def2-TZVPD basis set) of a molecular structure, C6H13NO in a non-equilibrium geometry.

Values from the calculation:
Gap between HOMO and LUMO (alpha / beta): 8.16 / 8.16 eV
Highest occupied orbital energy (alpha / beta): -7.9 / -7.9 eV
LUMO energy (alpha / beta): 0.3 / 0.3 eV

Geometry (Å):
H1 0.00 2.12 0.75
C1 1.27 -1.58 -0.89
H2 1.51 1.84 1.64
C2 -0.74 0.60 -1.48
H3 0.17 0.53 -2.07
H4 2.00 -2.25 -0.42
H5 1.53 1.66 -0.13
H6 -0.14 -1.92 0.75
C3 -1.81 0.11 0.77
H7 -1.53 0.11 -2.06
C4 0.27 -1.12 0.14
O1 0.77 -0.52 2.43
H8 -2.59 -0.61 0.50
C5 0.93 1.55 0.77
H9 -2.25 1.10 0.71
H10 0.78 -2.09 -1.72
N1 1.17 -0.29 1.31
H11 1.85 -0.75 -1.29
C6 -0.63 -0.04 -0.14
H12 -1.53 -0.09 1.81
H13 -1.02 1.65 -1.39

natural (NBO) charges in e: number 1, H, carries 0.1814; number 2, C, carries -0.6212; number 3, H, carries 0.2025; number 4, C, carries -0.6714; number 5, H, carries 0.2237; number 6, H, carries 0.2246; number 7, H, carries 0.1916; number 8, H, carries 0.2232; number 9, C, carries -0.6788; number 10, H, carries 0.2298; number 11, C, carries -0.2187; number 12, O, carries -0.4068; number 13, H, carries 0.2297; number 14, C, carries -0.5644; number 15, H, carries 0.2115; number 16, H, carries 0.2160; number 17, N, carries 0.1694; number 18, H, carries 0.2125; number 19, C, carries 0.1864; number 20, H, carries 0.2398; number 21, H, carries 0.2192

Record-wise energy above the lowest of the compared OMol25 structures with the same formula, charge and spin values, in eV: 5.5119 5.6906